98
Properties=species:S:1:pos:R:3:mulliken_charge:R:1 method="wB97M-V/def2-TZVPD" molar_mass_da=820.78 spin_multiplicity=2 total_charge=+1 largest_force_ha_per_bohr=0.012 lumo_energy_ev="-3.19 / -3.85"
Ti -1.299 0.059 -0.517 -1.05
C -1.601 5.257 -2.493 -0.67
C -1.107 4.330 -3.403 -0.95
C -1.330 2.976 -3.211 0.41
C -2.049 2.535 -2.104 -1.14
C -2.563 3.464 -1.209 -0.10
C -2.336 4.821 -1.400 -0.69
N -2.286 1.144 -1.872 2.02
C -3.133 0.487 -2.738 1.16
C -3.694 0.980 -3.926 -0.83
C -4.538 0.170 -4.656 -0.89
C -4.868 -1.127 -4.235 -0.71
C -4.356 -1.618 -3.057 -0.75
C -3.477 -0.812 -2.329 -0.35
N -2.914 -1.098 -1.106 1.54
N -3.406 -2.057 -0.377 -1.28
C -3.025 -1.878 0.922 0.17
C -3.507 -2.725 1.927 -1.03
C -3.239 -2.416 3.237 -0.45
C -2.487 -1.274 3.541 -1.06
C -2.010 -0.511 2.506 -0.18
N -2.252 -0.800 1.215 1.01
H -1.426 6.313 -2.645 0.45
H -0.546 4.663 -4.266 0.45
H -0.936 2.249 -3.910 0.35
H -3.141 3.111 -0.364 0.46
H -2.745 5.537 -0.700 0.46
H -3.477 1.984 -4.261 0.53
H -4.965 0.552 -5.574 0.43
H -5.537 -1.732 -4.831 0.43
H -4.613 -2.600 -2.685 0.51
H -4.111 -3.573 1.641 0.59
H -3.620 -3.042 4.032 0.47
H -2.277 -0.993 4.562 0.54
H -1.419 0.379 2.672 0.42
C 1.798 -1.997 -2.868 -1.57
C 0.337 -2.295 -3.185 0.35
C -0.358 -1.173 -3.949 -1.79
C -0.450 -2.754 -1.953 -0.42
C -0.028 -4.161 -1.527 -0.72
O 0.312 -4.030 -0.140 -0.42
C 0.108 -2.766 0.232 -0.55
N -0.287 -1.949 -0.690 1.39
C 0.301 -2.642 1.711 0.03
C -0.228 -3.711 2.440 -0.76
C -0.071 -3.787 3.812 -0.97
C 0.658 -2.813 4.473 -0.92
C 1.198 -1.757 3.757 -0.03
C 1.017 -1.636 2.380 -0.18
P 1.688 -0.232 1.423 2.37
C 2.072 1.040 2.685 0.09
C 3.272 1.746 2.599 -0.93
C 3.526 2.820 3.442 -0.71
C 2.588 3.207 4.388 -0.75
C 1.388 2.517 4.480 -0.80
C 1.129 1.452 3.630 -0.28
C 3.341 -0.858 0.959 0.50
C 4.036 -1.801 1.715 -0.61
C 5.297 -2.220 1.323 -0.76
C 5.879 -1.698 0.174 -0.65
C 5.196 -0.760 -0.584 -0.78
C 3.928 -0.346 -0.196 0.10
H 2.368 -1.875 -3.789 0.56
H 2.270 -2.797 -2.294 0.40
H 1.900 -1.082 -2.286 0.11
H 0.310 -3.171 -3.846 0.54
H -0.479 -0.268 -3.353 0.26
H -1.350 -1.483 -4.283 0.35
H 0.223 -0.896 -4.829 0.54
H -1.514 -2.740 -2.198 0.60
H 0.856 -4.512 -2.055 0.43
H -0.822 -4.900 -1.614 0.26
H -0.770 -4.488 1.923 0.55
H -0.498 -4.619 4.355 0.48
H 0.818 -2.878 5.541 0.48
H 1.783 -1.009 4.277 0.61
H 4.024 1.446 1.880 0.42
H 4.470 3.345 3.367 0.46
H 2.794 4.034 5.055 0.42
H 0.652 2.802 5.221 0.47
H 0.192 0.918 3.730 0.36
H 3.590 -2.215 2.611 0.41
H 5.829 -2.954 1.913 0.45
H 6.864 -2.026 -0.129 0.40
H 5.644 -0.355 -1.481 0.47
H 3.386 0.375 -0.794 0.19
O -0.983 1.590 0.656 -0.26
N -0.042 2.529 0.491 2.00
C -0.041 3.542 1.388 -0.79
C 0.879 4.540 1.294 -1.15
C 1.810 4.499 0.248 -0.63
C 1.785 3.465 -0.648 -1.44
C 0.839 2.431 -0.530 0.77
S 0.752 1.098 -1.582 -0.47
H -0.810 3.472 2.140 0.58
H 0.873 5.338 2.020 0.53
H 2.547 5.284 0.146 0.50
H 2.486 3.407 -1.468 0.61